{"formula": "C6H12BF3", "method": "the ωB97M-V functional and the def2-TZVPD basis", "energy_ha": -560.25102, "e_lumo_ev": 0.43, "relative_energy_kj_mol": 0.0, "e_homo_ev": -10.85, "homo_lumo_gap_ev": 11.3, "charge": 0, "species": ["B", "C", "C", "C", "C", "C", "C", "F", "F", "F", "H", "H", "H", "H", "H", "H", "H", "H", "H", "H", "H", "H"], "positions_angstrom": [[-0.0230, 0.6605, -0.3240], [0.3421, -1.0707, 1.9229], [2.1987, 2.0025, -0.7264], [-0.9694, -1.1869, 1.1541], [1.3266, 0.8001, -1.0883], [-0.8406, -0.6783, -0.2966], [-2.2444, -0.5171, -0.9077], [-0.2594, -1.7111, -1.0601], [-3.0463, -1.5699, -0.6291], [-2.8786, 0.5667, -0.4017], [1.1435, -1.5773, 1.3877], [0.6220, -0.0252, 2.0545], [0.2385, -1.5275, 2.9049], [3.0905, 2.0391, -1.3495], [1.6445, 2.9276, -0.8608], [2.5128, 1.9406, 0.3123], [-1.2918, -2.2309, 1.1232], [-1.7472, -0.6013, 1.6503], [1.0712, 0.8585, -2.1556], [1.9138, -0.1189, -1.0073], [-0.6040, 1.4300, 0.2994], [-2.1996, -0.4105, -2.0021]], "forces_ev_per_angstrom": [[0.4, -1.1, -0.6], [-0.1, -0.1, -0.1], [-0.1, -0.1, -0.1], [0.2, 0.2, -0.2], [0.0, 0.3, 0.3], [-0.7, -0.6, 0.1], [0.3, 0.1, -0.6], [0.2, 0.0, -0.1], [0.0, -0.5, 0.1], [0.0, 0.5, 0.2], [0.1, -0.1, 0.0], [0.1, 0.1, 0.1], [0.1, 0.0, 0.1], [0.1, 0.1, 0.0], [0.0, 0.2, 0.0], [0.1, 0.1, 0.1], [-0.1, 0.1, -0.1], [0.0, -0.1, 0.0], [-0.2, -0.1, -0.1], [-0.2, -0.1, 0.0], [-0.1, 1.3, 0.5], [0.0, -0.1, 0.2]]}